# 1
Density functional theory data (wB97M-V/def2-TZVPD) for 4 unconnected molecules or ions with the total composition C44H78BNO15P2S in a non-equilibrium geometry.

The value obtained for the LUMO energy is -1.01 eV. As for the SMILES: CCB(O)c1ccc2c(c1CCCCO)C(=O)c1c(cc(P(O)(O)=S)c(CCCN)c1P(C)CC)C2=O.COCCOCCOC.COCCOCCOC.COCCOCCOC. The total energy is -109181.903 eV.

Geometry as ORCA input:
```
! RIJCOSX wB97M-V def2-TZVPD def2/J DEFGRID3
* xyz 0 1
C -1.155 -2.698 3.320
C -0.042 -1.659 3.664
B -0.659 -0.238 4.027
O 0.011 0.901 3.706
C -2.099 -0.249 4.737
C -2.157 -0.975 5.904
C -3.359 -1.079 6.577
C -4.447 -0.434 6.077
C -4.426 0.334 4.917
C -3.221 0.411 4.218
C -2.984 1.170 2.925
C -4.112 1.776 2.100
C -3.532 2.191 0.709
C -4.658 2.915 -0.068
O -5.403 2.003 -0.870
C -5.738 1.002 4.581
O -5.914 2.140 4.207
C -7.000 0.189 4.954
C -6.976 -0.613 6.076
C -8.025 -1.363 6.506
C -9.206 -1.346 5.788
P -10.571 -2.378 6.410
O -9.948 -3.486 7.422
O -11.161 -3.235 5.154
S -12.025 -1.395 7.174
C -9.286 -0.525 4.663
C -10.600 -0.505 3.890
C -10.400 -1.406 2.642
C -11.645 -1.399 1.729
N -12.523 -2.504 2.164
C -8.199 0.264 4.232
P -8.551 1.344 2.756
C -7.165 1.268 1.537
C -8.604 3.105 3.376
C -9.305 3.099 4.751
C -5.718 -0.609 6.882
O -5.673 -0.710 8.095
H -1.909 -2.246 2.666
H -1.628 -3.103 4.218
H -0.740 -3.562 2.790
H 0.592 -1.612 2.772
H 0.498 -2.069 4.527
H -0.380 1.687 4.101
H -1.264 -1.465 6.284
H -3.400 -1.654 7.495
H -2.452 0.488 2.242
H -2.247 1.959 3.124
H -4.481 2.702 2.540
H -4.867 1.016 1.900
H -2.665 2.846 0.819
H -3.326 1.254 0.182
H -4.258 3.717 -0.694
H -5.376 3.389 0.619
H -5.513 1.179 -0.385
H -7.920 -1.953 7.413
H -9.078 -3.718 7.054
H -10.513 -3.916 4.908
H -11.416 -0.950 4.458
H -10.887 0.499 3.585
H -10.153 -2.428 2.939
H -9.572 -1.035 2.026
H -12.110 -0.405 1.803
H -11.350 -1.606 0.696
H -13.420 -2.439 1.694
H -12.663 -2.424 3.167
H -6.662 0.296 1.583
H -7.536 1.404 0.517
H -6.458 2.077 1.739
H -9.243 3.669 2.688
H -7.625 3.591 3.363
H -8.668 2.804 5.585
H -10.124 2.369 4.698
H -9.795 4.062 4.919
C 6.837 0.048 0.230
O 5.998 -0.821 -0.502
C 5.761 -2.065 0.137
C 4.301 -2.468 0.060
O 3.404 -1.680 0.830
C 3.187 -0.333 0.422
C 2.494 -0.165 -0.918
O 3.336 -0.520 -2.002
C 2.697 -1.267 -3.016
H 7.891 -0.205 0.065
H 6.661 1.062 -0.129
H 6.612 0.023 1.300
H 6.081 -2.041 1.184
H 6.357 -2.824 -0.388
H 4.224 -3.476 0.477
H 3.965 -2.543 -0.974
H 4.116 0.237 0.461
H 2.531 0.096 1.184
H 2.221 0.891 -1.042
H 1.572 -0.758 -0.922
H 2.008 -2.009 -2.600
H 3.466 -1.798 -3.577
H 2.156 -0.604 -3.699
C 12.062 -1.681 -6.236
O 11.257 -2.143 -5.172
C 11.980 -2.474 -3.998
C 11.304 -1.946 -2.747
O 11.322 -0.534 -2.591
C 10.545 0.259 -3.480
C 9.043 0.099 -3.353
O 8.610 -1.156 -3.847
C 7.631 -1.783 -3.042
H 12.503 -2.523 -6.779
H 11.423 -1.120 -6.918
H 12.852 -1.011 -5.884
H 13.006 -2.096 -4.044
H 12.018 -3.569 -3.934
H 11.865 -2.333 -1.892
H 10.291 -2.339 -2.647
H 10.869 0.117 -4.511
H 10.785 1.293 -3.219
H 8.547 0.878 -3.946
H 8.753 0.240 -2.305
H 7.840 -1.658 -1.977
H 7.646 -2.851 -3.266
H 6.639 -1.384 -3.272
C 5.156 5.211 -7.132
O 5.577 3.996 -6.550
C 4.581 3.348 -5.775
C 4.529 1.857 -6.049
O 4.044 1.485 -7.331
C 4.838 1.774 -8.475
C 6.145 1.012 -8.568
O 7.086 1.464 -7.612
C 7.803 0.432 -6.968
H 5.228 6.029 -6.408
H 5.819 5.426 -7.970
H 4.134 5.143 -7.517
H 3.593 3.785 -5.953
H 4.840 3.496 -4.719
H 3.816 1.427 -5.339
H 5.488 1.380 -5.839
H 5.001 2.848 -8.577
H 4.224 1.472 -9.328
H 6.578 1.172 -9.565
H 5.944 -0.059 -8.453
H 7.163 -0.424 -6.733
H 8.189 0.827 -6.031
H 8.645 0.109 -7.590
*
```


# 2
Density functional theory data (wB97M-V/def2-TZVPD) for a molecular structure, C44H81BeBrClCsF3MgN3O13P2S2 in a non-equilibrium geometry.

The value obtained for the LUMO energy is -9.55 eV. The total energy is -215358.201 eV.

Geometry as ORCA input:
```
! RIJCOSX wB97M-V def2-TZVPD def2/J DEFGRID3
* xyz 2 1
C 2.679 4.132 6.287
C 1.711 2.928 6.202
C 2.421 1.778 5.495
C 1.699 0.432 5.609
C 2.365 -0.590 4.659
C 1.343 -1.504 3.949
C 1.049 -1.015 2.524
C 2.252 -1.255 1.569
N 1.919 -2.366 0.649
C 2.555 -2.270 -0.666
C 2.101 -1.039 -1.485
C 3.331 -0.083 -1.573
C 3.016 1.251 -2.273
C 4.053 1.559 -3.364
C 4.360 3.011 -3.596
C 3.656 3.405 -4.970
C 2.180 3.062 -4.858
C 2.153 -3.622 1.295
S 0.892 -4.611 1.461
S 3.672 -4.185 1.992
C 5.009 -3.071 1.566
C 6.062 -3.721 0.628
C 7.017 -2.772 -0.144
C 7.448 -1.526 0.573
C 8.453 -1.531 1.516
C 8.805 -0.361 2.184
O 9.761 -0.355 3.132
N 11.113 -0.743 2.502
O 11.524 0.109 1.874
C 8.120 0.813 1.867
C 7.118 0.829 0.912
C 6.791 -0.339 0.266
C 6.390 2.093 0.634
O 6.016 2.414 -0.470
C 6.208 2.933 1.848
F 5.089 3.632 1.990
C 7.177 2.955 2.751
C 8.396 2.121 2.561
O 9.488 2.479 2.894
H 2.118 5.060 6.252
H 3.345 4.082 5.431
H 3.258 4.085 7.203
H 1.347 2.645 7.184
H 0.901 3.262 5.556
H 3.429 1.620 5.877
H 2.468 2.006 4.430
H 1.742 0.044 6.641
H 0.639 0.536 5.359
H 2.995 -0.065 3.950
H 2.955 -1.239 5.302
H 1.667 -2.540 3.907
H 0.408 -1.409 4.498
H 0.802 0.046 2.578
H 0.190 -1.547 2.123
H 3.094 -1.467 2.225
H 2.423 -0.319 1.048
H 3.649 -2.301 -0.684
H 2.223 -3.160 -1.210
H 1.910 -1.389 -2.525
H 1.217 -0.546 -1.095
H 4.145 -0.621 -2.051
H 3.676 0.154 -0.571
H 2.001 1.274 -2.671
H 3.084 2.052 -1.542
H 5.073 1.048 -3.029
H 3.756 1.055 -4.282
H 5.441 3.135 -3.627
H 3.995 3.600 -2.758
H 4.158 2.812 -5.727
H 3.821 4.470 -5.109
H 2.044 2.015 -5.120
H 1.596 3.663 -5.539
H 1.833 3.195 -3.829
H 5.532 -2.842 2.562
H 4.652 -2.122 1.184
H 6.684 -4.325 1.283
H 5.539 -4.361 -0.075
H 7.922 -3.310 -0.417
H 6.522 -2.500 -1.072
H 8.965 -2.458 1.731
H 6.016 -0.353 -0.480
H 7.073 3.553 3.643
Cs 2.205 -2.025 -4.495
F 6.656 -0.271 5.291
C -3.243 0.920 -4.829
N -4.483 1.301 -4.085
C -5.655 0.713 -4.811
C -4.612 2.788 -4.070
C -4.500 0.739 -2.680
C -3.424 1.226 -1.739
O -2.117 0.892 -2.215
H -3.415 1.117 -5.885
H -2.416 1.529 -4.487
H -3.050 -0.137 -4.670
H -5.671 1.117 -5.819
H -6.563 0.987 -4.278
H -5.538 -0.367 -4.836
H -3.737 3.219 -3.592
H -5.510 3.048 -3.525
H -4.675 3.138 -5.098
H -4.434 -0.344 -2.793
H -5.475 0.997 -2.268
H -3.577 0.736 -0.774
H -3.496 2.307 -1.590
H -1.480 1.366 -1.673
Cl 5.413 -1.064 3.258
C -10.253 3.802 -1.940
O -9.119 4.060 -1.078
P -7.803 3.210 -1.268
O -7.936 2.006 -2.093
O -7.301 2.976 0.208
C -8.103 2.122 1.054
O -6.725 4.218 -1.833
C -6.455 5.470 -1.197
H -10.756 2.892 -1.622
H -10.934 4.641 -1.844
H -9.943 3.708 -2.978
H -8.380 1.209 0.527
H -8.997 2.654 1.373
H -7.507 1.867 1.924
H -6.408 5.371 -0.113
H -7.201 6.215 -1.470
H -5.461 5.776 -1.578
F 2.824 2.891 -7.326
Mg -3.526 6.572 -1.372
Br 6.487 -0.321 -3.257
Be 0.119 -0.864 7.612
O -5.349 -2.809 1.816
P -5.661 -3.713 0.687
O -5.175 -5.187 1.147
C -5.941 -5.892 2.146
C -7.333 -6.270 1.676
O -4.516 -3.240 -0.403
C -3.649 -2.153 -0.121
C -2.395 -2.613 0.597
O -6.717 -4.102 -0.452
C -6.335 -4.600 -1.752
C -5.448 -5.822 -1.782
H -5.998 -5.280 3.049
H -5.374 -6.788 2.387
H -7.963 -5.394 1.510
H -7.822 -6.895 2.423
H -7.286 -6.822 0.738
H -4.169 -1.374 0.437
H -3.373 -1.698 -1.080
H -2.620 -3.269 1.437
H -1.827 -1.764 0.982
H -1.763 -3.193 -0.078
H -5.883 -3.790 -2.322
H -7.275 -4.837 -2.249
H -4.469 -5.637 -1.348
H -5.284 -6.127 -2.817
H -5.896 -6.653 -1.239
*
```


# 3
Density functional theory data (wB97M-V/def2-TZVPD) for 15 unconnected molecules or ions with the total composition C44H85N7O24 in a non-equilibrium geometry.

The value obtained for the LUMO energy is -0.24 eV. The total energy is -106564.490 eV.

Geometry as ORCA input:
```
! RIJCOSX wB97M-V def2-TZVPD def2/J DEFGRID3
* xyz 0 1
C -0.348 -4.720 1.960
O 0.938 -5.394 1.895
C 1.612 -5.074 0.656
C 2.833 -6.067 0.500
O 3.869 -6.200 1.476
C 3.432 -6.615 2.756
C 4.766 -7.126 3.429
O 4.719 -7.167 4.911
C 5.940 -7.484 5.392
H -0.158 -3.648 1.899
H -0.731 -5.002 2.941
H -1.049 -5.180 1.265
H 1.945 -4.040 0.745
H 0.915 -5.226 -0.168
H 3.300 -5.708 -0.417
H 2.507 -7.037 0.126
H 2.803 -7.482 2.551
H 2.866 -5.819 3.240
H 5.470 -6.345 3.143
H 5.248 -7.999 2.988
H 6.242 -8.429 4.941
H 5.841 -7.602 6.471
H 6.617 -6.705 5.039
C 0.647 -0.774 -2.609
O -0.538 -1.461 -3.032
C -1.703 -0.619 -3.145
C -2.398 -0.149 -1.795
O -3.110 -1.246 -1.223
C -4.390 -1.067 -0.607
C -4.416 -0.278 0.792
O -4.938 1.073 0.680
C -5.082 1.691 1.878
H 1.471 -1.459 -2.810
H 0.618 -0.405 -1.584
H 0.658 0.123 -3.227
H -2.394 -1.196 -3.759
H -1.561 0.172 -3.882
H -3.156 0.563 -2.123
H -1.773 0.416 -1.104
H -4.767 -2.069 -0.399
H -5.093 -0.609 -1.302
H -3.404 -0.283 1.196
H -5.122 -0.805 1.435
H -4.257 1.525 2.570
H -5.952 1.435 2.482
H -5.138 2.770 1.732
C 4.215 2.930 8.266
O 2.956 2.844 7.551
C 1.822 2.552 8.224
O 1.795 2.392 9.475
O 0.911 2.495 7.282
C -0.360 1.977 7.480
H 4.459 2.056 8.870
H 4.175 3.784 8.943
H 5.061 3.093 7.599
H -0.883 2.281 8.387
H -0.433 0.889 7.469
H -0.871 2.257 6.558
C 8.067 4.602 -8.184
O 8.066 3.151 -8.266
C 6.922 2.490 -8.257
O 5.744 2.904 -8.402
O 7.339 1.262 -7.850
C 6.344 0.244 -7.523
H 9.081 4.954 -8.374
H 7.570 4.965 -7.284
H 7.394 4.945 -8.970
H 5.657 0.120 -8.359
H 5.716 0.630 -6.720
H 6.835 -0.717 -7.368
C 2.091 2.050 2.294
O 2.987 1.019 2.750
C 2.614 -0.123 3.402
O 1.472 -0.479 3.611
O 3.767 -0.606 3.849
C 3.758 -1.776 4.706
H 2.450 3.078 2.348
H 1.171 2.020 2.878
H 1.711 1.744 1.319
H 4.737 -2.256 4.719
H 2.982 -2.525 4.545
H 3.564 -1.382 5.703
C 1.038 8.727 -1.358
O 0.350 7.476 -1.369
C -0.973 7.366 -1.393
O -1.772 8.271 -1.589
O -1.261 6.099 -1.375
C -2.591 5.606 -1.362
H 1.829 8.615 -2.100
H 1.600 8.875 -0.436
H 0.410 9.610 -1.476
H -3.154 6.280 -2.009
H -3.212 5.683 -0.469
H -2.850 4.580 -1.622
C -3.908 -10.354 4.600
O -4.158 -8.944 4.700
C -5.327 -8.529 4.162
O -6.178 -9.313 3.740
O -5.369 -7.179 4.040
C -6.301 -6.430 3.349
H -2.873 -10.632 4.800
H -4.043 -10.671 3.566
H -4.498 -10.998 5.252
H -6.270 -6.813 2.329
H -6.007 -5.384 3.430
H -7.340 -6.465 3.677
C 11.814 -2.933 -2.660
O 10.839 -3.200 -3.608
C 9.524 -3.286 -3.427
O 8.672 -3.328 -4.263
O 9.240 -3.157 -2.148
C 7.919 -3.237 -1.643
H 11.877 -3.585 -1.789
H 11.577 -2.000 -2.150
H 12.789 -2.914 -3.147
H 7.362 -2.328 -1.871
H 7.937 -3.339 -0.558
H 7.347 -3.992 -2.183
C -0.749 2.508 -11.513
C -0.808 2.642 -10.069
N -0.845 2.718 -8.916
H 0.221 2.294 -11.962
H -1.001 3.422 -12.050
H -1.516 1.786 -11.793
C -8.879 0.195 6.699
C -9.132 -0.863 5.796
N -9.345 -1.600 4.979
H -9.286 0.058 7.701
H -9.255 1.159 6.355
H -7.804 0.346 6.797
C -7.159 7.782 1.337
C -8.316 8.653 1.527
N -9.155 9.338 1.624
H -6.512 8.261 0.603
H -7.490 6.796 1.010
H -6.635 7.589 2.273
C -8.345 7.011 6.142
C -9.677 6.911 6.877
N -10.650 6.791 7.480
H -8.151 8.075 6.012
H -8.532 6.603 5.148
H -7.451 6.612 6.622
C 0.919 -2.171 -9.084
C 0.657 -1.914 -10.517
N 0.467 -1.664 -11.639
H 1.979 -2.269 -8.851
H 0.467 -3.103 -8.746
H 0.585 -1.317 -8.494
C 2.395 5.168 -5.051
C 3.761 5.375 -4.553
N 4.823 5.553 -4.141
H 1.728 4.411 -4.636
H 2.478 4.970 -6.119
H 1.902 6.123 -4.870
C -9.339 1.618 -2.365
C -8.532 2.850 -2.395
N -7.918 3.860 -2.418
H -10.193 1.835 -1.723
H -8.753 0.830 -1.893
H -9.654 1.440 -3.393
*
```


For the records above, the corresponding Kohn-Sham gap values read 0.26044, 0.04113, 0.34997 Ha.